Entry 1:
Computed, not measured: a cluster of 2 separate species, C2H8NO in total at a distorted geometry, with the ωB97M-V functional and the def2-TZVPD basis.

Geometry as XYZ:
```
12
Properties=species:S:1:pos:R:3:forces:R:3:nbo_charge:R:1
O -0.86759 -1.76518 1.72229 0.678 -2.033 0.217 -1.32
H -0.60552 -2.74736 1.79603 -0.606 2.265 -0.211 0.39
C 0.79597 1.21362 0.06005 -0.438 0.386 -0.887 -0.63
C -0.33400 0.60044 -0.79590 -1.662 -1.337 0.373 -0.25
N -0.31699 -0.89512 -0.86758 0.601 0.776 1.665 -0.90
H 0.79997 0.74541 1.06177 0.009 -0.142 -0.677 0.24
H 0.61735 2.28218 0.22534 0.062 0.053 -0.097 0.18
H 1.75692 1.11839 -0.45123 0.171 -0.118 0.262 0.18
H -0.71900 0.87370 -1.79385 1.703 1.061 -0.215 0.18
H -1.25086 0.86811 -0.28539 -0.405 -0.155 0.761 0.17
H -0.55720 -1.19506 0.15184 -0.206 -0.392 -0.744 0.44
H 0.68095 -1.09912 -0.82338 0.095 -0.363 -0.448 0.31
```
Forces are in eV/Å.

Calculated total energy   -210.95585 hartree
Molar mass   62.09 g mol⁻¹
Kohn-Sham gap   7.062 eV
Total charge   -1
LUMO   4.363 eV
ΔE to the lowest compared entry with this formula, charge and spin   17.8 kcal per mole


Entry 2:
Computed, not measured: a structure of composition C53H76BrF9N3O30S at a distorted geometry, with the ωB97M-V functional and the def2-TZVPD basis.

Geometry as XYZ:
```
173
Properties=species:S:1:pos:R:3:forces:R:3:lowdin_charge:R:1
C 4.46976 -1.67549 1.85933 -6.568 1.264 -7.390 0.04
C 3.60729 -1.48588 0.74214 5.403 -1.192 7.316 -0.08
C 2.59090 -1.22096 -0.54151 0.234 -0.024 0.991 -0.19
C 1.21257 -2.13346 -0.38871 0.706 0.125 0.302 -0.21
C 0.59079 -2.41636 -1.87668 1.383 0.151 -0.436 -0.13
C -0.82953 -3.23104 -1.90842 -1.640 -0.920 0.895 -0.12
C -1.02461 -4.52971 -0.91951 4.512 2.465 1.933 -0.38
C -1.83587 -4.37616 0.49513 -1.036 0.778 1.331 -0.25
N -1.22187 -3.29260 1.40866 -0.257 -1.195 -1.723 -0.01
N -1.18802 -5.82728 -1.73998 -0.327 0.381 0.722 -0.74
S -2.79808 -6.33569 -1.34749 -2.842 -0.907 -0.283 0.88
Br -0.00695 -6.93262 -0.71600 0.549 -1.803 -0.312 0.97
C -0.79269 -5.57936 -3.21863 0.203 2.605 0.969 -0.36
O 0.63257 -5.38917 -3.01812 -1.459 -1.146 -1.826 -0.20
C 1.52629 -5.82231 -4.05462 3.494 0.038 -0.182 -0.19
C 2.89343 -4.86045 -3.94587 0.304 -1.304 -0.713 -0.20
C 3.57526 -4.87098 -2.45518 0.860 1.065 -0.439 -0.12
N -1.42269 -6.61856 -4.04352 1.742 -0.544 -0.134 -0.06
C -1.62463 -6.37533 -5.49499 -1.315 0.270 -2.968 -0.07
C -1.00249 -8.03417 -3.87330 -1.592 -6.586 3.996 -0.28
C 0.17909 -8.82850 -4.75945 -0.408 1.213 -0.145 -0.03
O -1.60810 -8.89431 -3.00385 3.349 6.352 -5.073 -0.06
C -1.31620 -3.98206 -3.32286 -0.016 1.891 -2.478 -0.17
C -0.56012 -3.20508 -4.59850 0.841 -0.168 -0.687 -0.14
C -0.95897 -1.62653 -4.75858 1.028 0.898 -0.468 -0.22
C -1.90770 -1.28540 -6.07386 -1.141 0.734 1.059 -0.12
C -2.88432 -3.81564 -3.76779 -0.920 -0.336 -0.824 -0.15
C -3.74633 -2.61863 -3.10795 -1.558 0.079 -0.038 -0.18
C -4.87576 -3.19385 -2.01546 -0.259 0.638 -1.774 -0.18
C -6.07686 -3.87764 -2.93561 -0.641 -0.233 0.674 -0.17
C -7.22665 -4.50374 -1.93569 1.391 -0.633 0.038 -0.21
O -8.53586 -4.71839 -2.57238 0.739 2.261 1.508 -0.21
C -9.46724 -3.60637 -2.32656 -2.262 0.171 0.415 -0.26
C -10.91415 -4.25248 -1.80630 0.923 -0.588 -0.396 -0.10
H 5.01331 -1.84254 2.89695 -1.342 0.471 -2.977 0.05
H 2.26615 -0.08919 -0.48835 0.937 -2.284 -0.264 0.13
H 3.12770 -1.45581 -1.56646 -0.920 0.544 2.284 0.11
H 1.54220 -3.14130 0.14551 -0.871 2.097 -1.078 0.11
H 0.49591 -1.49970 0.31662 1.452 -1.580 -1.583 0.12
H 0.49801 -1.34706 -2.39992 -0.214 -2.465 1.087 0.11
H 1.45067 -2.96855 -2.49426 -2.005 0.973 1.437 0.10
H -1.55321 -2.45768 -1.41118 0.732 -1.394 -1.719 0.14
H 0.09361 -4.68055 -0.52887 -2.532 0.692 -0.741 0.07
H -2.97088 -4.02774 0.36869 2.580 -0.998 0.021 0.12
H -1.81552 -5.35834 1.17422 -0.044 1.945 -1.943 0.12
H -0.21296 -3.48787 1.58922 -1.221 0.540 -0.396 0.07
H -1.38979 -2.33967 1.01874 0.516 -1.232 0.443 0.07
H -3.55575 -6.67640 -2.48938 1.711 0.304 0.615 -0.03
H 1.92857 -6.90919 -3.76751 -1.120 2.185 -0.941 0.14
H 1.18298 -5.72546 -5.16325 0.078 -0.325 2.216 0.13
H 2.72360 -3.78635 -4.39888 0.157 -2.124 1.166 0.11
H 3.68153 -5.38641 -4.67205 -1.826 1.155 1.408 0.12
H 4.68041 -5.30670 -2.55816 -2.578 0.781 0.430 0.10
H 3.72849 -3.73215 -2.14543 -0.422 -2.554 -0.310 0.07
H 2.96607 -5.44534 -1.63293 1.160 1.155 -1.720 0.08
H -1.81377 -7.40970 -6.06345 0.489 2.177 1.549 0.14
H -2.61495 -5.75091 -5.73450 2.192 -1.326 0.925 0.12
H -0.77077 -5.84481 -6.08498 -1.322 -0.998 1.376 0.09
H 0.62224 -8.06749 -5.53189 -0.685 -1.675 1.414 0.07
H -0.30849 -9.74253 -5.32651 0.951 1.968 1.399 0.11
H 1.02534 -9.19429 -4.01191 -2.033 0.799 -1.572 0.11
H 0.61452 -3.25105 -4.52485 -2.420 -0.067 0.136 0.09
H -0.82205 -3.71501 -5.64456 0.409 0.898 2.395 0.11
H 0.05771 -1.03254 -4.96262 -2.264 -1.539 0.639 0.11
H -1.37509 -1.13991 -3.75127 0.767 -1.250 -2.392 0.11
H -2.83017 -0.66682 -5.64547 1.844 -1.275 -1.118 0.08
H -1.37991 -0.57178 -6.85832 -0.997 -1.817 1.627 0.09
H -2.37395 -2.24278 -6.57263 1.163 1.890 0.808 0.07
H -3.53010 -4.81436 -3.65573 1.595 2.157 -0.020 0.08
H -2.88117 -3.63231 -4.94865 0.095 -0.405 2.685 0.10
H -4.41779 -2.15636 -3.98243 1.558 -0.927 1.916 0.13
H -3.16283 -1.71480 -2.65786 -0.810 -1.919 -0.844 0.10
H -4.42658 -3.95560 -1.25097 -0.867 1.481 -1.434 0.07
H -5.33341 -2.24562 -1.50505 0.834 -1.965 -0.702 0.10
H -6.57209 -3.08005 -3.64709 1.064 -1.406 1.544 0.13
H -5.70787 -4.75590 -3.61615 -0.471 1.677 1.212 0.10
H -7.24469 -3.83267 -0.97684 -0.432 -1.162 -1.754 0.13
H -6.84289 -5.57759 -1.59587 -0.905 2.197 -0.677 0.13
H -9.72727 -2.99572 -3.30035 0.933 -1.236 1.704 0.12
H -9.13254 -2.86645 -1.48349 -0.163 -1.413 -1.650 0.12
H -10.73394 -4.73959 -0.74682 -0.539 1.118 -2.110 0.09
H -11.77440 -3.44178 -1.78507 1.859 -1.720 0.003 0.08
H -11.18019 -5.13645 -2.55292 0.389 1.990 1.578 0.09
C 1.80169 2.81041 -5.86933 0.848 0.304 -1.005 -0.06
C 0.95828 3.64179 -4.96425 -0.275 1.132 -0.158 -0.32
O 0.16458 2.69248 -4.28917 0.775 -1.057 0.251 0.16
C 0.92323 1.56138 -4.24754 -0.276 -1.671 1.317 -0.49
O 0.69859 0.61324 -3.51377 0.540 1.948 -1.446 0.09
O 1.97225 1.62186 -5.12354 -0.907 -0.465 1.042 0.08
F 0.14163 4.45157 -5.67488 -0.283 -0.102 0.032 0.08
H 1.30360 2.57638 -6.81618 -0.126 0.173 0.154 0.15
H 2.76550 3.27877 -6.08636 -0.106 -0.220 0.159 0.15
H 1.52661 4.23082 -4.23653 -0.188 -0.024 -0.128 0.15
C 3.33951 -2.57488 5.77703 0.030 -1.209 -0.446 -0.07
C 2.60741 -1.30041 5.52906 -0.931 0.103 -0.294 -0.33
O 3.00175 -0.47921 6.60471 0.887 -0.231 -0.079 0.13
C 4.25212 -0.90662 6.93720 2.153 1.035 1.827 -0.47
O 5.02959 -0.27359 7.63195 -2.074 -1.631 -1.534 0.13
O 4.53232 -2.12892 6.39044 0.021 1.201 0.471 0.08
F 1.27093 -1.48931 5.60517 -0.186 0.128 -0.128 0.09
H 2.80693 -3.24297 6.46216 -0.137 0.229 -0.085 0.15
H 3.55343 -3.11827 4.85271 0.140 0.123 0.179 0.14
H 2.86198 -0.81359 4.58158 -0.194 0.008 0.053 0.17
C -9.87580 0.63200 -3.01202 -0.791 -0.029 -1.061 -0.07
C -9.75256 1.40267 -1.74215 -0.707 0.246 0.646 -0.33
O -8.71994 0.73674 -1.05142 0.608 -0.084 -0.864 0.15
C -7.92392 0.21133 -2.02454 2.641 -1.159 0.264 -0.50
O -6.79049 -0.19764 -1.83490 -2.561 0.789 -0.466 0.13
O -8.54795 0.20550 -3.24192 0.806 -0.012 0.906 0.07
F -10.88468 1.30878 -1.00924 -0.070 0.178 0.118 0.09
H -10.52649 -0.24352 -2.91478 -0.002 0.169 0.228 0.14
H -10.23835 1.24837 -3.83909 0.235 -0.142 0.058 0.15
H -9.48386 2.45540 -1.88028 -0.131 -0.065 0.156 0.18
C -2.07580 7.72050 -7.39521 -0.746 -0.051 -1.067 -0.07
C -1.95256 8.49117 -6.12533 -0.623 0.200 0.630 -0.33
O -0.91994 7.82523 -5.43461 0.491 -0.005 -0.791 0.14
C -0.12392 7.29982 -6.40772 2.981 -1.276 0.207 -0.51
O 1.00951 6.89086 -6.21808 -2.647 1.158 -0.479 0.13
O -0.74795 7.29399 -7.62511 0.721 0.007 0.903 0.08
F -3.08468 8.39727 -5.39242 -0.121 0.191 0.155 0.08
H -2.72649 6.84497 -7.29796 0.003 0.181 0.233 0.15
H -2.43835 8.33686 -8.22228 0.236 -0.136 0.057 0.15
H -1.68386 9.54390 -6.26346 -0.140 -0.059 0.149 0.18
C 3.48458 7.61979 -2.89419 -0.052 1.008 -0.939 -0.07
C 4.16131 7.35724 -1.59235 0.121 0.605 0.728 -0.33
O 3.54524 6.17552 -1.13314 0.031 -0.555 -0.978 0.15
C 3.17670 5.50632 -2.26142 -0.804 -2.414 -0.177 -0.49
O 2.86467 4.32740 -2.28681 0.554 2.511 -0.063 0.14
O 3.20676 6.31586 -3.36379 0.003 -1.068 0.826 0.07
F 3.90197 8.34475 -0.70622 0.166 0.064 0.149 0.09
H 2.54577 8.17202 -2.77985 0.160 -0.042 0.217 0.15
H 4.12643 8.16041 -3.59501 -0.133 -0.265 0.001 0.15
H 5.24254 7.20185 -1.67183 -0.087 0.096 0.175 0.18
C 3.04799 2.39106 8.36166 1.234 -0.545 -0.306 -0.07
C 1.70725 1.90403 8.79401 -0.132 -0.530 0.615 -0.33
O 0.98755 3.09161 9.03603 0.287 0.400 -0.846 0.15
C 1.53125 4.01371 8.19293 -0.858 2.694 -0.758 -0.49
O 1.00520 5.07751 7.91105 1.173 -2.346 0.638 0.14
O 2.73555 3.59762 7.69493 -1.198 0.587 0.216 0.08
F 1.79532 1.21553 9.95413 -0.158 -0.257 0.096 0.09
H 3.71346 2.60423 9.20493 -0.226 -0.130 0.061 0.16
H 3.54823 1.68945 7.68869 -0.111 0.329 0.079 0.11
H 1.18416 1.30318 8.04244 -0.010 -0.059 0.202 0.17
C 7.28118 1.34029 6.95554 -1.046 -0.436 0.202 -0.08
C 8.20825 2.15471 7.79157 0.160 0.120 0.309 -0.34
O 9.39993 2.17388 7.03897 -0.276 -0.007 -1.028 0.15
C 9.00094 2.06696 5.74049 1.742 0.462 -2.468 -0.50
O 9.71261 2.32021 4.78275 -1.665 -0.651 2.162 0.14
O 7.70228 1.64835 5.64187 1.069 0.475 -0.209 0.08
F 8.45884 1.54203 8.97034 0.144 -0.049 0.575 0.08
H 7.38945 0.26428 7.12838 0.080 0.209 0.167 0.14
H 6.23404 1.61619 7.10640 0.308 0.011 -0.196 0.13
H 7.86844 3.18061 7.96923 0.397 -0.807 -0.297 0.12
C 9.05449 6.06297 10.69322 0.997 0.909 -0.024 -0.07
C 8.56206 5.04272 11.66188 -0.070 0.090 0.985 -0.33
O 7.36570 4.58223 11.07575 0.368 -0.122 -1.130 0.16
C 7.54781 4.73210 9.73372 -1.416 -0.560 -1.581 -0.47
O 6.85417 4.19701 8.88494 0.837 1.880 2.264 0.12
O 8.60834 5.54974 9.45407 -1.060 -1.010 -0.105 0.09
F 8.26220 5.61182 12.85094 0.033 -0.118 0.185 0.09
H 8.61190 7.05120 10.85722 -0.061 -0.207 0.182 0.15
H 10.14346 6.15942 10.70840 -0.200 -0.091 -0.201 0.15
H 9.24583 4.20065 11.81323 -0.130 0.072 0.146 0.18
C -1.25359 7.24800 6.62612 0.887 -0.314 1.007 -0.08
C -1.28003 7.20661 5.13640 0.150 -0.581 -0.426 -0.33
O -2.59820 7.59237 4.81937 0.148 0.626 0.519 0.14
C -2.98317 8.41026 5.83894 -2.607 2.030 0.367 -0.50
O -3.94748 9.15573 5.79149 2.295 -1.845 0.118 0.14
O -2.15174 8.29925 6.91962 -0.775 0.347 -0.912 0.08
F -1.08474 5.94720 4.68540 0.145 -0.168 -0.299 0.08
H -1.61798 6.32140 7.08221 0.105 -0.001 -0.276 0.15
H -0.25612 7.46351 7.01857 -0.264 0.041 0.026 0.14
H -0.57099 7.88909 4.65576 -0.032 -0.200 -0.090 0.18
```
Forces are in eV/Å.

Calculated total energy   -8356.72905 hartree
Molar mass   1518.14 g mol⁻¹
Kohn-Sham gap   7.343 eV
Total charge   +1
LUMO   -3.890 eV


Entry 3:
Computed, not measured: an isolated molecule of C13H16Si at a distorted geometry, with the ωB97M-V functional and the def2-TZVPD basis.

Geometry as XYZ:
```
30
Properties=species:S:1:pos:R:3:forces:R:3:mulliken_spin:R:1
C -1.02376 -2.46512 2.26284 -1.639 -2.785 -0.256 0.01
C -1.62111 -2.23454 1.05075 1.386 -1.956 0.788 0.00
C 0.64170 2.67780 -1.57746 -0.589 4.158 1.901 0.03
C -0.31706 3.01125 -0.51540 6.765 2.514 -2.630 0.56
C -0.81174 -1.22937 2.95905 2.389 -0.083 0.595 0.01
C -1.50060 -0.84743 0.74934 0.594 1.281 1.986 0.01
C 0.15943 1.62550 -2.25990 -0.940 -1.572 -2.080 0.51
C -1.24089 1.99363 -0.46102 -3.907 -2.481 -0.013 0.64
C 1.90934 -0.07856 0.87534 0.488 1.533 4.078 0.01
C 1.50869 -0.56093 -0.24861 -2.696 -1.164 -2.224 0.01
C -1.01995 -0.27178 2.06809 -0.471 1.639 -1.932 0.01
C -0.96382 1.02641 -1.56539 -2.160 -2.533 0.925 0.03
C 2.34197 -1.09681 -1.34643 -0.701 2.773 0.004 0.00
Si -0.37511 -0.55602 -0.70809 0.613 -0.156 0.706 0.06
H -0.90664 -3.50836 2.66100 -0.026 1.283 -0.173 0.00
H -1.95407 -2.95216 0.31313 0.021 -0.223 0.264 0.00
H 1.47572 3.23445 -2.12546 -1.056 -0.312 1.831 -0.01
H -0.00575 3.77405 0.16301 -0.568 0.345 0.627 0.04
H -0.14269 -1.07986 3.83086 -1.085 -0.290 -0.246 0.00
H -2.43436 -0.41087 0.57414 -1.716 0.972 -0.900 0.00
H 0.52201 1.37109 -3.22468 0.086 -0.444 -0.678 0.01
H -2.27059 2.00147 -0.05929 0.844 0.424 -0.050 0.00
H 1.12223 -0.02811 1.67897 1.232 0.673 -0.851 0.00
H 2.93805 0.28146 1.20043 -1.052 -1.044 -0.716 0.00
H -0.78419 0.78546 2.06395 -0.151 0.000 0.671 -0.01
H -1.96485 0.63058 -2.05374 1.867 0.982 0.146 0.05
H 3.31341 -1.01327 -0.97752 2.080 -0.058 -0.107 0.00
H 2.14591 -0.42670 -2.20176 0.465 -0.767 -0.242 0.01
H 2.06634 -2.08953 -1.48048 -0.354 -1.772 -0.803 0.00
H -0.80760 -1.56372 -1.64567 0.282 -0.936 -0.619 0.04
```
Forces are in eV/Å.

2S+1   3
Calculated total energy   -794.17482 hartree
Molar mass   200.36 g mol⁻¹
⟨S²⟩   2.01
Kohn-Sham gap (alpha / beta)   6.029 / 6.363 eV
Total charge   0
LUMO (alpha / beta)   0.922 / -1.930 eV
ΔE to the lowest compared entry with this formula, charge and spin   50.3 kcal per mole


Entry 4:
Computed, not measured: the ion C10H14N3O2 with charge +1 at a distorted geometry, with the ωB97M-V functional and the def2-TZVPD basis.

Geometry as XYZ:
```
29
Properties=species:S:1:pos:R:3:forces:R:3:nbo_charge:R:1
C 1.25029 -1.39203 2.48183 -2.961 1.291 -4.021 0.24
N 0.45943 -1.36855 1.60619 2.741 0.156 3.114 -0.21
C -0.48479 -1.02484 0.80742 -2.506 1.055 -1.124 -0.10
C -1.74220 -0.31587 1.40514 3.318 1.680 -0.181 -0.38
C -1.78003 1.26077 1.25375 1.369 -0.848 -1.342 -0.21
C -1.70346 1.73972 -0.23270 1.727 -1.281 1.003 -0.60
C -0.80390 1.99734 2.19030 0.034 -0.735 1.208 -0.22
N 0.52242 2.10670 1.62279 -1.603 1.004 0.881 -0.51
C 1.37372 1.55001 1.04257 0.245 0.333 0.062 0.84
O 2.30461 1.12284 0.49064 1.120 -1.018 -0.922 -0.57
C -0.31477 -1.21579 -0.58516 -3.338 0.600 -2.994 0.60
O -1.16639 -1.02387 -1.49222 2.446 -0.624 2.578 -0.55
N 0.98418 -1.69182 -1.03483 1.176 -1.498 1.492 -0.48
C 1.26912 -2.27256 -2.13480 -2.287 1.714 -2.538 0.33
C 2.59122 -2.63398 -2.61142 3.782 0.876 2.335 -0.74
H 1.89901 -1.83431 3.08869 2.216 -1.721 2.673 0.24
H -1.80568 -0.47514 2.45911 0.231 -0.552 0.771 0.22
H -2.58793 -0.70919 0.99286 -2.245 -1.077 -1.395 0.24
H -2.74536 1.39738 1.60229 -2.010 0.963 0.841 0.22
H -1.77846 2.81333 -0.28668 0.086 0.407 -0.010 0.23
H -2.54440 1.30059 -0.78681 0.710 -0.057 -0.141 0.24
H -0.62882 1.41681 -0.57600 -2.325 0.680 -0.068 0.19
H -1.19266 2.98489 2.56953 0.579 -0.874 -0.857 0.24
H -0.64946 1.37094 3.11557 -0.436 0.650 -0.641 0.20
H 1.68695 -1.83083 -0.32142 0.354 0.696 0.338 0.42
H 0.40098 -2.21023 -2.87961 1.110 -0.402 1.052 0.26
H 3.42247 -1.76490 -2.42336 -2.284 -1.624 -0.253 0.30
H 2.63039 -2.81064 -3.64327 -0.261 -0.459 -1.356 0.27
H 3.11776 -3.48160 -2.07012 -0.992 0.663 -0.505 0.29
```
Forces are in eV/Å.

Calculated total energy   -703.82034 hartree
Molar mass   208.24 g mol⁻¹
Kohn-Sham gap   7.185 eV
Total charge   +1
SMILES string   C#[N+]/C(C[C@H](C)CN=C=O)=C([O-])\[NH+]=C\C
LUMO   -5.027 eV
ΔE to the lowest compared entry with this formula, charge and spin   66.4 kcal per mole


Q: The highest molar mass belongs to which entry?
A: C53H76BrF9N3O30S


Q: Number 4 is which compound?
A: C10H14N3O2